*a*
{"formula": "C7H10N2", "method": "ωB97M-V/def2-TZVPD", "lumo_ev": 0.93, "multiplicity": 1, "species": ["C", "C", "C", "C", "C", "C", "C", "H", "H", "H", "H", "H", "H", "H", "H", "H", "H", "N", "N"], "xyz": [[-0.910, -0.924, 0.157], [1.087, 0.573, -0.057], [0.539, 1.067, 1.410], [-0.459, -0.117, 1.422], [0.797, 1.407, -1.300], [0.439, -0.744, -0.262], [0.311, -1.553, 0.938], [-2.022, -2.178, -0.901], [-3.081, -0.465, -0.589], [2.225, 0.463, -0.022], [1.430, 0.898, 2.250], [0.159, 2.135, 1.434], [-0.811, -0.323, 2.439], [0.968, 2.460, -1.265], [0.348, 1.455, -3.232], [0.782, -1.289, -1.238], [0.373, -2.493, 1.319], [-2.372, -1.264, -0.149], [0.199, 0.893, -2.353]], "mulliken_charge": [0.1107, 0.0769, -0.6512, -0.3977, -0.4273, -0.2226, -0.7984, 0.3624, 0.2807, 0.2850, 0.2445, 0.3168, 0.4520, 0.4322, 0.2373, 0.3988, 0.4328, -0.5697, -0.5633]}



*b*
{"formula": "C7H10N2", "method": "ωB97M-V/def2-TZVPD", "smiles": "C=C(CC)n1ccnc1", "lumo_ev": 0.71, "multiplicity": 1, "species": ["C", "C", "C", "C", "C", "C", "C", "N", "N", "H", "H", "H", "H", "H", "H", "H", "H", "H", "H"], "xyz": [[-2.111, 1.159, 2.411], [-1.221, 0.298, 1.903], [-1.056, 2.185, 0.816], [1.165, 1.244, -0.772], [0.473, 0.302, -0.048], [0.168, -1.915, -1.261], [0.617, -1.128, 0.062], [-1.953, 2.374, 1.787], [-0.543, 0.936, 0.841], [-2.720, 1.186, 3.366], [-0.992, -0.731, 2.046], [-0.794, 2.859, 0.007], [1.063, 2.302, -0.947], [1.981, 0.834, -1.375], [0.555, -1.301, -2.132], [-0.951, -1.976, -1.311], [0.517, -2.966, -1.132], [-0.064, -1.579, 0.848], [1.562, -1.399, 0.393]], "mulliken_charge": [-0.4712, -0.2506, 0.0451, -1.0127, 0.9309, -0.9883, -0.5759, -0.6196, 0.1655, 0.3259, 0.3005, 0.2509, 0.2429, 0.2768, 0.2997, 0.2869, 0.3171, 0.0149, 0.4610]}



What should be chosen as the most stable of them? Choose *b*.